# C32H25BiBr2N7O2

A molecular structure, C32H25BiBr2N7O2 in a non-equilibrium geometry (ωB97M-V/def2-TZVPD, the OMol25 dataset).

Kohn-Sham gap in eV: 6.94
Total charge: +1
Energy relative to the best compared isomer or geometry (same formula, charge and spin) in kJ/mol: 62.1
Energy in hartree: -7130.58111
Highest occupied orbital energy in eV: -9.7816
Largest force on an atom in eV/Å: 1.29

Last column: Mulliken charge in e.
Geometry (Å):
Bi -0.16 -0.10 0.56  1.23
C 1.58 3.91 2.14  -1.04
C 0.76 2.80 1.89  -0.21
N 1.19 1.77 1.21  0.21
C 2.43 1.72 0.71  0.89
C 3.32 2.82 0.88  0.80
C 2.85 3.91 1.64  -0.63
C 4.60 2.77 0.29  -0.89
C 4.93 1.67 -0.47  -1.13
C 4.07 0.58 -0.60  -0.82
C 2.84 0.53 0.03  0.01
N 1.98 -0.54 0.14  0.39
C 2.38 -1.84 0.29  -0.03
C 3.47 -2.46 -0.29  -0.92
C 3.89 -3.74 0.11  -1.04
C 3.22 -4.46 1.06  -0.90
C 2.04 -3.93 1.60  1.01
C 1.24 -4.61 2.54  -0.62
C 0.11 -4.03 3.04  -1.04
C -0.24 -2.75 2.60  -0.07
N 0.49 -2.10 1.72  -0.07
C 1.61 -2.63 1.21  0.77
H 1.20 4.73 2.73  0.45
H -0.26 2.75 2.24  0.40
H 3.51 4.75 1.81  0.45
H 5.29 3.58 0.44  0.44
H 5.88 1.64 -0.97  0.42
H 4.41 -0.23 -1.22  0.36
H 4.03 -1.99 -1.07  0.53
H 4.78 -4.15 -0.35  0.42
H 3.57 -5.43 1.38  0.42
H 1.53 -5.61 2.85  0.45
H -0.52 -4.54 3.75  0.43
H -1.13 -2.25 2.95  0.50
Br -6.99 2.35 1.62  -0.13
C -5.13 2.02 1.54  -0.05
C -4.48 1.40 2.60  -0.88
C -3.12 1.21 2.47  -0.32
N -2.41 1.57 1.42  0.15
C -3.03 2.16 0.39  0.95
C -4.41 2.40 0.41  -1.03
C -2.18 2.56 -0.74  0.49
C -2.66 3.39 -1.76  -0.96
C -1.81 3.70 -2.81  -0.37
Br -2.46 4.76 -4.25  -0.14
C -0.50 3.26 -2.80  -1.01
C -0.09 2.49 -1.71  -0.19
N -0.91 2.13 -0.74  0.52
H -5.02 1.11 3.48  0.45
H -2.56 0.74 3.27  0.49
H -4.92 2.86 -0.41  0.44
H -3.65 3.79 -1.74  0.48
H 0.19 3.50 -3.60  0.50
H 0.93 2.15 -1.64  0.44
C -2.95 -3.06 -2.07  -1.72
C -1.89 -2.21 -1.42  0.43
N -1.72 -2.07 -0.15  0.27
O -2.51 -2.67 0.79  -0.41
C -0.97 -1.48 -2.26  0.14
C -0.87 -1.72 -3.74  -1.59
N -0.17 -0.58 -1.76  1.15
O 0.62 0.07 -2.49  -0.81
H -3.65 -3.48 -1.36  0.44
H -2.50 -3.88 -2.63  0.36
H -3.51 -2.44 -2.77  0.38
H -3.11 -3.33 0.39  0.29
H -1.52 -2.51 -4.10  0.44
H 0.17 -1.97 -3.98  0.32
H -1.09 -0.79 -4.27  0.31